[1]
The following is a DFT calculation (wB97M-V/def2-TZVPD) of a cluster of 2 separate species, C4H4N2S2 in total at a distorted geometry.

The geometry in XYZ format:
```
12
C4H4N2S2 wB97M-V/def2-TZVPD
C -0.746 -0.778 1.274
C -0.326 -0.067 0.194
C 0.415 1.764 -0.982
C 0.133 -0.408 -1.073
H 0.924 -2.913 0.290
H -0.899 -0.577 2.407
H -0.195 1.758 1.126
H 0.107 -1.440 -1.479
N -0.391 1.357 0.199
N 0.470 0.532 -1.836
S -0.620 -2.476 1.199
S 1.129 3.247 -1.319
```

As for the HOMO energy: -8.52 eV. The value obtained for the energy is -28859.7505 eV. The energy above the lowest of the compared OMol25 structures with the same formula, charge and spin comes out at 87.37 kcal per mole. For the orbital gap, the calculation gives 6.6523 eV.

Atomic partial charges in e from the natural (NBO) method, atoms 1 to 8: C -0.405; C 0.059; C 0.180; C 0.069; H 0.129; H 0.272; H 0.413; H 0.219

[2]
The following is a DFT calculation (wB97M-V/def2-TZVPD) of a cluster of 2 separate species, C4H4N4 in total at a distorted geometry.

The geometry in XYZ format:
```
12
C4H4N4 wB97M-V/def2-TZVPD
C 1.330 -0.368 -0.105
C -0.611 1.148 0.147
C -1.003 -0.115 -0.105
C -2.457 -0.534 -0.108
H 3.049 -0.394 0.830
H 1.258 1.941 -0.525
H -1.297 2.122 0.090
H 0.040 -2.103 0.419
N 2.416 -1.106 -0.010
N 0.751 1.048 -0.225
N 0.115 -0.971 -0.394
N -3.591 -0.669 -0.015
```

As for the HOMO energy: -8.60 eV. The value obtained for the energy is -10167.8785 eV. The energy above the lowest of the compared OMol25 structures with the same formula, charge and spin comes out at 114.36 kcal per mole. For the orbital gap, the calculation gives 8.5259 eV.

Atomic partial charges in e from the natural (NBO) method, atoms 1 to 8: C 0.552; C -0.028; C -0.021; C 0.261; H 0.342; H 0.426; H 0.264; H 0.415

[3]
The following is a DFT calculation (wB97M-V/def2-TZVPD) of an isolated molecule of C4H4N4 at a distorted geometry.

The geometry in XYZ format:
```
12
C4H4N4 wB97M-V/def2-TZVPD
H 2.236 1.892 -0.581
N 1.929 1.756 0.354
C 0.779 1.059 0.465
C -0.184 0.513 1.420
N -0.831 -0.764 1.318
C -0.693 -1.455 0.136
C -0.373 -1.188 -1.124
N -0.455 0.106 -1.469
N -0.054 1.113 -0.824
H -0.561 1.253 2.058
H -1.097 -2.465 0.179
H -0.696 -1.822 -1.933
```

The SMILES is [H]/N=c1/cnccnn1. As for the HOMO energy: -9.33 eV. The value obtained for the energy is -10167.9838 eV. The energy above the lowest of the compared OMol25 structures with the same formula, charge and spin comes out at 111.94 kcal per mole. For the orbital gap, the calculation gives 8.2121 eV.

Atomic partial charges in e from the natural (NBO) method, atoms 1 to 8: H 0.361; N -0.573; C 0.278; C 0.072; N -0.373; C -0.001; C -0.118; N -0.108

[4]
The following is a DFT calculation (wB97M-V/def2-TZVPD) of an isolated molecule of C4H4N4 at a distorted geometry.

The geometry in XYZ format:
```
12
C4H4N4 wB97M-V/def2-TZVPD
H 0.404 -3.270 -2.147
N -0.283 -2.429 -2.128
C 0.193 -1.769 -1.047
N -0.668 -0.687 -0.727
C -0.230 0.295 0.026
N -0.970 1.407 0.390
C -0.330 1.978 1.378
C 0.958 1.270 1.512
N 1.055 0.314 0.664
H 1.036 -2.049 -0.389
H -0.826 2.873 1.933
H 1.894 1.568 1.982
```

The SMILES is [H]/N=C/N=C1N=CC=N1. As for the HOMO energy: -10.26 eV. The value obtained for the energy is -10170.3990 eV. The energy above the lowest of the compared OMol25 structures with the same formula, charge and spin comes out at 56.24 kcal per mole. For the orbital gap, the calculation gives 8.3118 eV.

Atomic partial charges in e from the natural (NBO) method, atoms 1 to 8: H 0.322; N -0.525; C 0.185; N -0.335; C 0.467; N -0.391; C 0.037; C 0.035

[5]
The following is a DFT calculation (wB97M-V/def2-TZVPD) of an isolated molecule of C4H4N4 at a distorted geometry.

The geometry in XYZ format:
```
12
C4H4N4 wB97M-V/def2-TZVPD
C 2.815 0.070 0.254
N 1.868 -0.201 -0.577
N 0.887 -1.078 -0.400
C -0.281 -0.548 -0.125
N -0.450 0.772 -0.283
C -1.772 0.934 -0.153
C -2.367 -0.424 0.025
N -1.447 -1.353 -0.009
H 2.743 -0.188 1.339
H 3.541 0.782 -0.019
H -2.176 1.945 -0.097
H -3.362 -0.710 0.044
```

The SMILES is C=NN=C1N=CC=N1. As for the HOMO energy: -9.37 eV. The value obtained for the energy is -10169.9118 eV. The energy above the lowest of the compared OMol25 structures with the same formula, charge and spin comes out at 67.48 kcal per mole. For the orbital gap, the calculation gives 8.0180 eV.

Atomic partial charges in e from the natural (NBO) method, atoms 1 to 8: C -0.088; N -0.176; N -0.093; C 0.355; N -0.420; C 0.013; C 0.003; N -0.367

[6]
The following is a DFT calculation (wB97M-V/def2-TZVPD) of a cluster of 2 separate species, C4H4N4O in total at a distorted geometry.

The geometry in XYZ format:
```
13
C4H4N4O wB97M-V/def2-TZVPD
C -0.219 2.497 0.465
C 1.564 -0.777 0.731
C 0.467 1.342 -0.082
C 0.394 0.007 0.687
N -0.625 3.526 0.803
N 2.412 -1.570 0.737
N -1.200 -1.864 -0.850
N -0.257 -1.465 -1.429
O -0.677 -0.444 1.092
H 1.572 1.605 -0.363
H -0.154 1.153 -0.908
H -1.607 -2.808 -0.945
H -1.670 -1.202 0.063
```

As for the HOMO energy (spin up / spin down): -9.02 / -9.02 eV. The value obtained for the energy is -12215.9093 eV. The energy above the lowest of the compared OMol25 structures with the same formula, charge and spin comes out at 106.09 kcal per mole. For the orbital gap (spin up / spin down), the calculation gives 7.7967 / 7.7954 eV.

Atomic partial charges in e from the natural (NBO) method, atoms 1 to 8: C 0.274; C 0.159; C -0.588; C 0.473; N -0.288; N -0.203; N -0.354; N -0.191

[7]
The following is a DFT calculation (wB97M-V/def2-TZVPD) of a cluster of 2 separate species, C4H4N4O in total at a distorted geometry.

The geometry in XYZ format:
```
13
C4H4N4O wB97M-V/def2-TZVPD
C -1.448 1.242 0.046
C 0.701 0.576 1.014
C 1.290 -1.560 0.547
C -0.103 -0.631 -1.143
H -2.173 2.551 1.246
H -2.240 1.191 -0.720
H 0.473 1.544 1.403
H 1.538 -2.956 0.970
N -1.324 1.998 1.058
N -0.285 0.445 -0.050
N 1.604 -0.299 1.321
N 0.798 -1.455 -0.722
O -0.723 -0.616 -2.117
```

As for the HOMO energy: -9.83 eV. The value obtained for the energy is -12216.6725 eV. The energy above the lowest of the compared OMol25 structures with the same formula, charge and spin comes out at 88.49 kcal per mole. For the orbital gap, the calculation gives 8.9066 eV.

Atomic partial charges in e from the natural (NBO) method, atoms 1 to 8: C 0.291; C 0.318; C 0.373; C 0.794; H 0.358; H 0.214; H 0.251; H 0.248

[8]
The following is a DFT calculation (wB97M-V/def2-TZVPD) of a cluster of 2 separate species, C4H4N4O4 in total at a distorted geometry.

The geometry in XYZ format:
```
16
C4H4N4O4 wB97M-V/def2-TZVPD
C -1.654 -1.605 -0.133
C -0.017 -1.039 1.419
C -2.640 0.764 -0.049
C -0.986 1.346 1.475
N -0.518 -2.008 0.640
N -2.087 1.751 0.782
N -1.873 -0.341 0.220
N -0.887 0.064 1.199
O -2.353 -2.177 -0.947
O 0.961 -1.019 2.101
O -3.620 0.848 -0.734
O 1.185 -0.229 -1.002
H 1.778 0.417 -0.503
H -0.278 -3.000 0.527
H -2.315 2.753 0.902
H 0.629 0.311 -1.665
```

As for the HOMO energy: -10.01 eV. The value obtained for the energy is -18362.1621 eV. The energy above the lowest of the compared OMol25 structures with the same formula, charge and spin comes out at 45.09 kcal per mole. For the orbital gap, the calculation gives 9.8931 eV.

Atomic partial charges in e from the natural (NBO) method, atoms 1 to 8: C 0.790; C 0.811; C 0.764; C 0.238; N -0.634; N -0.642; N -0.335; N -0.302

[9]
The following is a DFT calculation (wB97M-V/def2-TZVPD) of a structure of composition C4H4NO at a distorted geometry.

The geometry in XYZ format:
```
10
C4H4NO wB97M-V/def2-TZVPD
C 2.232 -1.070 -0.073
C 1.845 0.862 -0.056
C 1.071 -0.288 0.003
C -0.406 -0.535 0.020
N 3.417 -0.584 -0.020
O 3.120 0.713 0.078
H 1.272 1.800 0.109
H -0.662 -0.837 0.996
H -0.718 -1.337 -0.568
H -0.590 0.449 -0.392
```

As for the HOMO energy (spin up / spin down): -16.54 / -16.54 eV. The value obtained for the energy is -7735.2907 eV. The energy above the lowest of the compared OMol25 structures with the same formula, charge and spin comes out at 118.83 kcal per mole. For the orbital gap (spin up / spin down), the calculation gives 7.0239 / 7.0226 eV. The total charge is +1.

Atomic partial charges in e from the natural (NBO) method, atoms 1 to 8: C 0.724; C 0.202; C -0.139; C -0.615; N -0.109; O -0.134; H 0.275; H 0.269

[10]
The following is a DFT calculation (wB97M-V/def2-TZVPD) of the ion C4H4NO with charge +1 at a distorted geometry.

The geometry in XYZ format:
```
10
C4H4NO wB97M-V/def2-TZVPD
C 0.569 0.019 -1.573
C -0.482 0.766 -1.537
O -1.346 0.831 -0.657
C -0.929 -0.133 0.504
N 0.517 -0.392 0.638
C 1.313 -0.143 -0.410
H -1.618 -0.991 0.162
H -1.307 0.425 1.524
H 0.815 -0.287 1.585
H 2.471 -0.095 -0.236
```

The SMILES is C1#COC[NH+]=C1. As for the HOMO energy (spin up / spin down): -15.34 / -15.32 eV. The value obtained for the energy is -7736.9898 eV. The energy above the lowest of the compared OMol25 structures with the same formula, charge and spin comes out at 79.65 kcal per mole. For the orbital gap (spin up / spin down), the calculation gives 8.8332 / 8.6608 eV. The total charge is +1.

Atomic partial charges in e from the natural (NBO) method, atoms 1 to 8: C -0.106; C 0.540; O -0.401; C 0.039; N -0.528; C 0.180; H 0.255; H 0.270

Q: The lowest energy above the lowest of the compared OMol25 structures with the same formula, charge and spin belongs to which entry?
A: C4H4N4O4